Run A
DFT (ωB97M-V with the def2-TZVPD basis set) results for a cluster of 17 separate species, H33O17 in total.

- HOMO (eV) = -6.30
- M (g/mol) = 305.247

Structure (ORCA input):
```
! RIJCOSX wB97M-V def2-TZVPD def2/J DEFGRID3
* xyz -1 1
O 1.13282 -0.87811 1.38287
H 1.96086 -1.23012 1.51023
H 0.62877 -1.53141 0.89028
O 4.10722 -1.22126 1.72139
H 3.63926 -0.42309 1.49175
H 4.10527 -1.07331 2.73325
O -1.25289 2.23192 -0.46392
H -1.79221 1.58008 -0.83669
H -0.42862 1.69448 -0.55906
O -5.44965 3.19099 1.58029
H -5.36956 2.59066 0.73462
H -5.46648 2.62610 2.33038
O 0.36547 1.34326 3.60665
H 0.86020 0.62762 3.38710
O 0.83124 0.88354 -0.80583
H -0.58212 0.77576 -2.08872
H 1.61351 1.19188 -0.39922
O -4.01279 -2.63770 0.02863
H -3.29379 -2.24940 -0.23792
H -4.69985 -1.77819 0.04559
O -1.18261 4.63362 -4.01686
H -1.28755 3.76224 -3.77650
H 0.02327 1.61440 2.83922
O 2.06486 -1.16542 -4.63450
H 1.71830 -0.46394 -4.11634
H 2.65855 -0.51906 -5.11146
O 3.52086 0.78904 -4.43274
H 2.89028 1.32400 -3.90587
H 4.22814 0.56153 -3.85111
O -4.31900 0.53326 1.94715
H -3.54535 0.36834 1.37674
H -4.47972 -0.30093 2.44758
O -1.55901 -0.07649 1.28820
H -0.84860 -0.03318 0.51716
H -1.01741 -0.70469 1.86193
O -0.66965 -1.18267 -0.75838
H -1.27376 -1.35911 -1.42765
H 0.15533 -0.64794 -1.04062
O 3.66905 -0.88204 -1.56361
H 3.41260 -1.74689 -1.42472
H 2.87173 -0.45753 -1.29972
O -1.44456 0.60321 -2.55490
H -1.63417 1.28269 -3.30507
H -0.35346 4.94270 -3.88817
O 2.90457 -1.92673 3.84069
H 2.28274 -1.25303 3.57220
H 3.19412 -2.52708 3.14672
O 0.61904 -3.71827 3.96358
H 0.64785 -2.95403 4.44035
H -0.14308 -4.20969 3.81502
*
```

=====

Run B
DFT (ωB97M-V with the def2-TZVPD basis set) results for a cluster of 17 separate species, H33O17 in total.

- HOMO (eV) = -7.35
- M (g/mol) = 305.247

Structure (ORCA input):
```
! RIJCOSX wB97M-V def2-TZVPD def2/J DEFGRID3
* xyz -1 1
O 2.03835 -2.79177 1.83053
H 2.04609 -3.34658 1.00976
H 1.18107 -2.26981 1.63399
O -1.71314 -0.93485 -2.08442
H 0.33021 1.00351 -5.98589
H 0.25373 -0.76172 -0.33765
O 2.34671 2.30183 -0.63145
H 2.25933 1.42879 -0.44044
H 2.89873 2.59733 0.08922
O 2.71176 5.02403 2.09420
H 2.86133 4.22851 2.41257
H 1.86339 5.09448 2.01530
O -0.25645 2.09468 2.84150
H -2.06546 3.96189 -1.67891
O -0.39714 -1.37303 -0.00191
H 3.71290 -1.20039 -2.40294
H -2.56732 -0.65092 1.26967
O 1.73757 -2.68619 -1.32827
H -4.63858 -0.96578 3.90345
H 1.68962 -3.32369 -0.48337
O -3.14087 -3.47348 -1.09069
H -2.59601 -2.86522 -0.55037
H -0.44224 2.96815 2.54712
O -4.71057 -1.75484 3.39664
H 1.04873 -1.97030 -0.99956
H -1.71968 -1.81012 -2.28746
O 0.13521 1.04849 -5.16682
H 0.83094 1.04950 -4.76821
H -4.27269 -1.97727 2.62035
O -1.44075 1.62511 -1.26938
H -1.29483 1.41497 -0.39587
H -3.20437 4.80582 -2.26789
O -2.30201 4.83762 -1.94646
H -0.72333 4.15425 0.22140
H -1.07622 -0.68543 1.36682
O -0.38213 -4.90635 0.26867
H -1.04160 -5.49719 0.43779
H -1.23526 1.79190 2.96902
O 5.13330 -2.07939 2.63383
H 5.12509 -1.19438 2.84442
H 4.45703 -2.02943 1.85298
O 3.71216 -1.19479 -1.48400
H -1.00222 -4.17116 0.02183
H -3.46033 -3.03383 -1.71512
O -1.89133 -0.64767 1.96373
H -1.59640 0.73288 -1.93396
H 3.21864 -2.03221 -1.38894
O -0.43524 4.82382 0.86877
H -0.80609 5.74003 0.65477
H -1.17967 -1.09980 -1.12834
*
```

=====

Most stable one: run A, least stable one: run B.

=====

Run A
DFT (ωB97M-V with the def2-TZVPD basis set) results for a cluster of 2 separate species, C3H11N3 in total.

- <S²> = 0.750
- HOMO (alpha / beta) (eV) = 1.17 / -5.16
- M (g/mol) = 89.142

Structure (ORCA input):
```
! RIJCOSX wB97M-V def2-TZVPD def2/J DEFGRID3
* xyz -1 2
C 2.58174 -2.48025 1.64916
C 2.86985 -1.31243 1.09026
N 1.97060 -0.44668 0.44791
H 1.56656 -2.86324 1.54918
H 3.22808 -3.06019 2.28585
H 3.88912 -0.94721 1.08754
H 1.09664 -0.95494 0.24269
H 2.30447 -0.21708 -0.48713
N -3.31361 1.03225 -0.81650
C -2.16336 1.91719 -0.69299
N -0.96823 1.45085 -1.38729
H -3.83960 0.96045 0.04333
H -3.03775 0.12234 -1.15085
H -2.39124 2.92708 -1.07476
H -1.87189 2.11977 0.34388
H -0.64903 0.64757 -0.83928
H -1.27234 1.10452 -2.29100
*
```

=====

Run B
DFT (ωB97M-V with the def2-TZVPD basis set) results for a cluster of 2 separate species, C3H11N3 in total.

- <S²> = 0.750
- HOMO (alpha / beta) (eV) = 1.12 / -5.67
- M (g/mol) = 89.142

Structure (ORCA input):
```
! RIJCOSX wB97M-V def2-TZVPD def2/J DEFGRID3
* xyz -1 2
C 3.56645 -0.32575 0.57279
C 2.28103 -0.88232 1.20223
N 1.34894 0.17320 1.61830
H 4.45795 -0.82432 0.95788
H 3.48533 -0.41199 -0.50462
H 3.67789 0.71999 0.85980
H 1.76107 -1.54234 0.51898
H 2.50812 -1.54659 2.04578
H 1.64912 1.05790 1.26663
H 0.41639 0.01538 1.25519
N -3.17744 -0.09081 -0.61255
C -3.48937 0.74964 -1.65760
N -4.53843 0.58399 -2.35208
H -3.89980 -0.75822 -0.38839
H -2.78476 0.38185 0.18759
H -2.69667 1.46425 -1.83665
H -4.56582 1.23616 -3.13328
*
```

=====

Run C
DFT (ωB97M-V with the def2-TZVPD basis set) results for a cluster of 2 separate species, C3H11N3 in total.

- <S²> = 0.750
- HOMO (alpha / beta) (eV) = 1.22 / -4.76
- M (g/mol) = 89.142

Structure (ORCA input):
```
! RIJCOSX wB97M-V def2-TZVPD def2/J DEFGRID3
* xyz -1 2
C -0.70267 0.24025 2.58335
C -0.78088 1.48635 2.02918
N -1.20877 1.71137 0.66763
H -0.79973 -0.51050 1.82349
H -0.23014 -0.23918 3.26753
H -0.44205 2.41819 2.35173
H -1.21642 1.00799 0.08228
H -0.73375 2.44976 0.28152
N -0.36979 -0.24257 -1.67455
C 0.84280 -0.65880 -0.80578
N 1.73890 -1.61667 -1.59958
H -0.06663 -0.10029 -2.64342
H -1.03838 -1.04617 -1.67624
H 1.44410 0.15949 -0.46242
H 0.40724 -1.20310 -0.02024
H 1.31306 -2.59883 -1.71985
H 1.84313 -1.25728 -2.48464
*
```

=====

Most stable one: run B, least stable one: run C.

=====

Run A
DFT (ωB97M-V with the def2-TZVPD basis set) results for a cluster of 2 separate species, C3H2FN in total.

- HOMO (eV) = -10.23
- M (g/mol) = 71.054

Structure (ORCA input):
```
! RIJCOSX wB97M-V def2-TZVPD def2/J DEFGRID3
* xyz 0 1
C -1.12726 0.00211 -0.28255
C 2.12386 -0.03429 0.09032
C 0.96391 -0.25628 -0.06733
N -2.25047 0.04187 0.21843
F 3.45730 0.14099 0.06781
H -0.85381 0.56498 -1.09392
H -2.31354 -0.45937 1.06724
*
```

=====

Run B
DFT (ωB97M-V with the def2-TZVPD basis set) results for a cluster of 2 separate species, C3H2FN in total.

- HOMO (alpha / beta) (eV) = -10.87 / -10.29
- M (g/mol) = 71.054

Structure (ORCA input):
```
! RIJCOSX wB97M-V def2-TZVPD def2/J DEFGRID3
* xyz 0 1
C 0.73855 0.94842 -0.08559
C 1.43778 -0.15290 -0.19302
C 0.03311 -0.35757 -0.09967
N -1.04478 -0.91609 -0.03511
F 3.52782 -0.32790 0.05147
H 0.62591 2.00322 0.01804
H -1.20364 -1.91115 -0.03993
*
```

=====

Most stable one: run A, least stable one: run B.

=====

Run A
DFT (ωB97M-V with the def2-TZVPD basis set) results for the molecule C4H10N2S.

- HOMO (eV) = -8.80
- SMILES = C/C(CCS)=N/N
- M (g/mol) = 118.205

Structure (ORCA input):
```
! RIJCOSX wB97M-V def2-TZVPD def2/J DEFGRID3
* xyz 0 1
C 1.94546 0.22691 0.50609
C 0.61597 -0.43517 0.45187
C -0.53571 0.53710 0.78805
C -0.95222 1.44379 -0.34565
S -1.69959 0.68474 -1.86406
N 0.57728 -1.64235 0.06386
N -0.69053 -2.22593 -0.08722
H 2.06314 0.72380 1.45880
H 2.77176 -0.50019 0.41386
H 1.99779 0.98593 -0.33135
H -0.10934 1.13237 1.62071
H -1.37965 -0.09696 1.18771
H -0.15359 2.06904 -0.72580
H -1.69655 2.11336 0.00127
H -0.85163 -0.35613 -1.92784
H -0.53506 -3.07410 -0.66980
H -1.36754 -1.58619 -0.54050
*
```

=====

Run B
DFT (ωB97M-V with the def2-TZVPD basis set) results for the molecule C4H10N2S.

- HOMO (eV) = -8.24
- SMILES = NC1(CS)CNC1
- M (g/mol) = 118.205

Structure (ORCA input):
```
! RIJCOSX wB97M-V def2-TZVPD def2/J DEFGRID3
* xyz 0 1
N 1.18706 -1.21831 -0.10631
C 0.10421 -0.31455 -0.00625
C -1.12192 -0.58690 -0.74464
S -2.33845 0.70704 -0.29763
C 0.84512 0.89039 -0.45735
N 1.17324 1.31606 0.92903
C 0.04740 0.42713 1.50544
H 0.91444 -2.05670 0.34088
H 1.69212 -1.22697 -1.00728
H -1.74493 -1.60914 -0.46572
H -0.96914 -0.63851 -1.85031
H -3.17499 -0.07176 -0.99877
H 0.16955 1.72085 -0.89596
H 1.76933 0.70668 -1.04912
H 2.10870 1.17027 1.29359
H -0.93897 0.98568 1.35848
H 0.27721 -0.20126 2.45194
*
```

=====

Most stable one: run A, least stable one: run B.

=====

Run A
DFT (ωB97M-V with the def2-TZVPD basis set) results for the molecule C3H9N3O.

- HOMO (eV) = -7.61
- SMILES = NC(N)=C[C@H](N)O
- M (g/mol) = 103.125

Structure (ORCA input):
```
! RIJCOSX wB97M-V def2-TZVPD def2/J DEFGRID3
* xyz 0 1
N 2.54256 -0.13172 -0.32045
C 1.18675 -0.01614 -0.44182
N 0.69791 -0.17742 -1.70377
C 0.40888 0.22322 0.62822
C -1.07194 0.42941 0.70989
N -1.68300 -0.63823 1.45663
O -1.68208 0.46562 -0.55943
H 2.88735 -0.79530 -1.00935
H 2.83453 -0.39416 0.61614
H 1.24860 0.36112 -2.36502
H -0.28967 0.09673 -1.74331
H 0.89809 0.32180 1.59498
H -1.25707 1.38885 1.20588
H -2.69135 -0.53240 1.41705
H -1.48725 -1.49499 0.93764
H -2.54226 0.89359 -0.42334
*
```

=====

Run B
DFT (ωB97M-V with the def2-TZVPD basis set) results for the molecule C3H9N3O.

- HOMO (eV) = -8.31
- SMILES = CNN(C)/C=N/O
- M (g/mol) = 103.125

Structure (ORCA input):
```
! RIJCOSX wB97M-V def2-TZVPD def2/J DEFGRID3
* xyz 0 1
C 2.40946 -0.58392 0.71395
N 1.47072 -0.73618 -0.51440
N 0.46736 0.24853 -0.59328
C 0.72780 1.46079 0.07919
C -0.75884 -0.41608 -0.37325
N -1.77531 0.29382 0.01042
O -2.93091 -0.43799 0.25549
H 1.86747 -1.47105 1.45741
H 2.51803 0.48198 0.96620
H 3.55057 -0.85981 0.37527
H 1.93899 -0.13608 -1.23805
H 1.74272 1.88586 -0.17964
H 0.68584 1.38396 1.18933
H -0.02143 2.12635 -0.11534
H -0.90125 -1.40091 -0.56774
H -3.34364 0.08579 1.23014
*
```

=====

Most stable one: run A, least stable one: run B.

=====

Run A
DFT (ωB97M-V with the def2-TZVPD basis set) results for the molecule C3H9N3O.

- HOMO (eV) = -7.83
- SMILES = CCO/C(N)=N/N
- M (g/mol) = 103.125

Structure (ORCA input):
```
! RIJCOSX wB97M-V def2-TZVPD def2/J DEFGRID3
* xyz 0 1
C -2.19560 0.28961 0.84764
C -1.10090 -0.75446 0.99015
O -0.47175 -1.00540 -0.32785
C 0.62811 -0.27941 -0.60671
N 0.76017 -0.04129 -1.96468
N 1.34147 0.18256 0.33919
N 2.43333 1.00728 0.11009
H -1.75687 1.25662 0.61354
H -2.75681 0.36670 1.77300
H -2.87586 0.00764 0.05132
H -1.51359 -1.73192 1.25441
H -0.35058 -0.46703 1.72896
H 0.17207 -0.63732 -2.52711
H 1.70203 0.05813 -2.31294
H 2.86551 0.92588 -0.80778
H 3.11929 0.82238 0.83877
*
```

=====

Run B
DFT (ωB97M-V with the def2-TZVPD basis set) results for a structure of composition C3H9N3O.

- HOMO (eV) = -8.24
- M (g/mol) = 103.125

Structure (ORCA input):
```
! RIJCOSX wB97M-V def2-TZVPD def2/J DEFGRID3
* xyz 0 1
C -0.34972 -0.75266 0.66679
C -1.50880 -1.31396 -0.14225
N -0.51979 0.60672 1.07081
N 0.80690 1.24422 0.24196
N 0.69505 2.19661 -0.76272
C 0.97905 -0.62999 -0.29281
O 2.09906 -1.01836 0.04920
H -0.20909 0.72621 2.03675
H 1.70830 1.23675 0.72691
H -0.08560 -1.42305 1.49058
H 1.36283 2.03403 -1.51402
H -0.23949 2.18286 -1.16205
H 0.65792 -0.70609 -1.35265
H -1.23684 -2.29369 -0.54655
H -1.75569 -0.66568 -0.98605
H -2.40407 -1.42391 0.47609
*
```

=====

Most stable one: run A, least stable one: run B.